1.
A structure of composition C24H43NO2OsP2. Source: the Open Molecules 2025 dataset; level of theory: ωB97M-V/def2-TZVPD.

Computed properties:
* E_HOMO (spin up / spin down): -12.5 / -14.4 eV
* energy relative to the best compared isomer or geometry (same formula, charge and spin): 0.436 eV
* orbital gap (spin up / spin down): 6.260 / 5.848 eV
* spin multiplicity: 5
* charge: +2

The geometry in XYZ format:
```
73
Properties=species:S:1:pos:R:3:forces:R:3
Os 1.696132 1.018374 0.866027 0.06 1.17 -4.64
C 0.537792 0.294301 2.411633 -1.07 -0.46 1.35
C 0.228773 1.693242 2.217916 -1.94 -0.31 1.00
C -0.671181 0.495306 0.441756 -0.63 -0.86 -0.08
C 0.139190 -0.404680 1.210076 -1.32 0.07 -0.09
C -0.529271 1.798724 0.989314 -0.71 -0.06 0.32
C 1.030621 -0.412847 3.645310 -0.15 0.45 0.03
H 1.655006 0.262904 4.235996 -0.19 -0.14 0.22
H 1.644823 -1.263404 3.368404 -0.05 -0.18 0.11
H 0.175903 -0.782848 4.237448 0.40 0.26 -0.17
C 0.215950 -1.861449 0.885728 -0.32 -0.21 0.00
H 0.974570 -2.355194 1.489422 -0.15 -0.23 0.02
H 0.460091 -2.014634 -0.177324 -0.16 0.09 0.44
H -0.765874 -2.327227 1.053818 0.32 0.00 0.20
C -1.618825 -0.020174 -0.604414 0.05 0.23 -0.38
H -2.247866 -0.839824 -0.214926 0.31 0.36 0.13
H -1.078604 -0.455251 -1.457329 -0.16 0.16 0.23
H -2.302476 0.751772 -0.984856 0.29 -0.20 0.16
C -1.379517 2.967652 0.573938 0.26 -0.30 0.10
H -2.357567 2.851570 1.058451 0.17 0.04 0.06
H -1.575296 2.969303 -0.494278 0.13 0.09 -0.09
H -0.962186 3.919996 0.885436 0.01 0.11 -0.07
C 0.440681 2.796917 3.209523 -0.03 -0.18 -0.23
H -0.372516 2.792538 3.925616 -0.11 0.04 0.26
H 0.433400 3.770413 2.714753 0.11 -0.03 0.11
H 1.383780 2.652176 3.735826 -0.03 0.17 0.13
C 5.462944 1.407368 0.519075 2.86 0.31 1.18
C 5.308266 1.487677 1.859988 1.16 -0.04 -0.69
C 4.930764 2.710306 2.629070 0.41 0.34 0.78
C 3.962768 3.673882 1.930543 0.12 0.12 0.30
C 2.946925 3.001713 1.039422 1.54 1.37 -0.34
C 3.248315 2.876535 -0.261429 0.24 1.28 -0.79
C 4.585784 3.335973 -0.866562 -0.60 -0.49 -0.46
C 5.836225 2.638786 -0.311026 -0.46 -0.29 -0.25
H 5.876665 3.281111 2.832160 -0.75 -0.46 0.20
H 4.556620 4.389077 1.340575 -0.42 -0.29 0.02
H 4.486195 2.411262 3.606816 0.52 0.13 -0.55
H 6.499558 3.370584 0.199607 -0.57 -0.67 0.14
H 5.874218 0.463247 0.089749 -0.52 0.55 0.51
H 5.691563 0.672376 2.491586 -0.85 -0.10 -0.33
H 6.430791 2.280361 -1.160211 -0.09 0.10 0.19
H 4.521250 3.115879 -1.938714 -0.02 0.25 0.11
H 2.492867 2.660667 -1.009906 0.41 0.28 0.66
H 4.709147 4.418788 -0.772992 -0.40 -0.04 -0.01
H 3.446179 4.289302 2.682298 0.13 -0.27 -0.14
H 1.957332 2.913173 1.448676 -0.78 0.61 0.03
P 2.753671 -0.762253 -0.556182 -0.30 -0.09 0.16
P 0.948404 1.885424 -2.113809 -0.87 0.20 1.69
C 3.484626 0.293192 -1.907243 0.50 0.51 0.62
C 2.481660 1.079908 -2.785365 -0.36 -0.09 -0.62
H 4.058918 -0.393429 -2.555596 -0.21 0.29 0.21
H 4.205625 0.966518 -1.409670 -0.26 -0.40 -0.56
H 2.982429 1.846663 -3.374400 0.36 -0.14 -0.17
H 2.048022 0.354426 -3.489772 0.24 0.51 -0.04
C -0.417336 1.505066 -3.200677 -0.55 -0.76 -0.76
H -1.362494 1.838162 -2.725050 0.61 -0.15 -0.36
H -0.481231 0.427356 -3.416034 -0.16 0.70 -0.07
H -0.257964 2.080085 -4.131262 -0.24 -0.32 0.24
C 0.701552 3.725884 -2.288066 1.14 0.00 0.15
H 1.196614 4.108771 -3.177582 0.04 0.01 -0.20
H 1.074116 4.292516 -1.444330 0.25 0.03 0.22
H -0.354483 3.963336 -2.365053 -0.16 -0.41 -0.10
C 3.748609 -2.335967 -0.587755 -0.05 0.17 -0.18
H 3.509051 -2.944807 0.278373 -0.08 0.02 0.12
H 4.822431 -2.113872 -0.572408 -0.18 0.04 -0.04
H 3.492971 -2.916782 -1.468103 0.10 0.06 -0.19
C 3.134378 -0.421676 1.301335 2.24 -1.85 -0.88
H 2.617208 0.322664 2.064697 1.20 -0.27 0.86
H 4.165868 -0.154125 1.371183 0.20 -0.17 0.37
H 2.988719 -1.412529 1.722549 -0.40 0.12 0.00
O -0.101754 -1.618339 -3.268872 3.13 1.16 0.16
N 1.139461 -1.598794 -3.221229 -2.71 -5.31 -0.35
O 1.821263 -2.627825 -3.227999 -0.53 3.37 0.04
```
Forces are in eV/Å.

---

2.
A structure of composition C24H43NO2P2Tc. Source: the Open Molecules 2025 dataset; level of theory: ωB97M-V/def2-TZVPD.

Computed properties:
* E_HOMO (spin up / spin down): -13.8 / -13.7 eV
* orbital gap (spin up / spin down): 9.574 / 5.005 eV
* spin multiplicity: 4
* charge: +2

The geometry in XYZ format:
```
73
Properties=species:S:1:pos:R:3:forces:R:3
Tc 0.112990 -0.027611 2.752126 -0.02 -0.19 1.21
C 0.775090 -0.239111 4.937626 0.75 -0.12 -0.25
C 1.824890 0.311789 4.114326 0.36 0.41 0.71
C 0.042390 1.787489 4.070926 0.13 -0.09 1.02
C -0.343210 0.629289 4.873926 0.37 1.00 -0.15
C 1.372290 1.598489 3.616426 0.43 -0.23 0.77
C 0.890590 -1.466911 5.784426 0.00 -0.07 0.03
H 1.586690 -2.192711 5.355426 -0.08 0.11 0.09
H -0.077810 -1.955911 5.920026 0.13 0.05 0.02
H 1.267690 -1.194411 6.778726 -0.08 -0.02 -0.19
C -1.650510 0.482489 5.585326 -0.05 -0.11 -0.17
H -1.794410 -0.540111 5.944026 -0.01 0.17 -0.05
H -2.475010 0.728589 4.908826 0.03 -0.01 0.25
H -1.697710 1.156289 6.451126 0.05 -0.09 -0.22
C -0.783510 3.020189 3.895126 -0.07 -0.11 -0.16
H -0.686510 3.652289 4.788426 -0.03 -0.17 -0.17
H -1.835810 2.767589 3.751826 0.09 0.12 0.09
H -0.455110 3.600489 3.029526 -0.06 -0.06 0.13
C 2.208990 2.605489 2.890026 -0.02 -0.03 -0.18
H 2.722690 3.260789 3.605826 -0.14 -0.16 -0.09
H 1.597490 3.235289 2.239026 0.09 -0.03 0.09
H 2.978790 2.128789 2.276826 -0.06 0.10 0.13
C 3.238290 -0.182311 4.053726 0.05 -0.04 0.03
H 3.848590 0.327889 4.811126 -0.13 -0.09 -0.15
H 3.694390 0.010789 3.079226 -0.01 -0.01 0.12
H 3.298590 -1.255411 4.248726 0.01 0.17 0.00
C -0.829510 -1.877711 1.959726 0.60 -0.19 -0.12
C 0.317690 -2.224711 2.688126 -0.39 -0.69 -0.29
C 1.625590 -2.659011 2.058826 0.14 0.02 -0.05
C 2.047090 -1.717311 0.919126 -0.08 -0.18 0.17
C 1.583090 -0.285511 1.173126 0.29 0.40 -1.24
C 0.404290 0.264189 0.615326 1.41 -1.09 -1.08
C -0.563610 -0.545811 -0.217774 -0.28 -0.26 0.23
C -0.934410 -1.897211 0.443026 0.07 0.07 -0.26
H 1.544990 -3.698711 1.704026 -0.03 0.22 0.11
H 1.643990 -2.066711 -0.036674 0.08 0.12 0.12
H 2.399690 -2.660311 2.833326 -0.13 -0.03 -0.13
H -0.304710 -2.702611 0.047626 -0.15 0.09 0.10
H -1.774910 -1.929911 2.488326 0.00 0.14 0.11
H 0.152490 -2.597811 3.695426 -0.03 0.04 -0.10
H -1.964310 -2.148711 0.174526 0.13 -0.01 0.03
H -1.472310 0.046189 -0.341774 0.06 -0.01 -0.05
H 0.384490 1.336389 0.428326 -0.09 0.02 0.37
H -0.145410 -0.719911 -1.221674 -0.01 0.15 0.16
H 3.137490 -1.728711 0.813926 -0.19 0.06 0.02
H 2.388690 0.413589 1.378126 -0.15 -0.02 -0.04
P -1.103210 -0.759011 -4.527174 0.07 -1.78 -1.17
P -0.754710 1.972189 -6.079374 0.02 -0.29 -2.74
C -1.114910 -0.821611 -6.391474 -0.02 0.49 -0.26
C -1.467510 0.530489 -7.024474 -0.20 -0.41 0.40
H -1.860110 -1.571611 -6.684674 0.21 0.09 0.07
H -0.138410 -1.177111 -6.748274 -0.16 0.15 0.22
H -1.060110 0.578589 -8.042174 -0.10 0.19 0.15
H -2.556610 0.652089 -7.104374 0.25 0.07 0.15
C -1.574610 3.366389 -6.991174 -0.20 0.26 0.98
H -1.120110 4.314089 -6.684674 -0.07 -0.13 -0.09
H -2.636610 3.408089 -6.730874 0.14 -0.01 -0.05
H -1.476910 3.260689 -8.078874 0.17 -0.28 0.28
C 0.910890 2.041289 -6.895674 0.30 -0.01 0.99
H 0.834890 2.046689 -7.989974 -0.32 0.01 0.27
H 1.505090 1.175889 -6.585374 -0.02 0.13 -0.08
H 1.438590 2.944389 -6.572874 -0.04 -0.15 -0.06
C -2.553610 -1.871411 -4.204474 -0.21 0.66 0.58
H -2.617610 -2.086711 -3.132974 -0.04 0.01 -0.15
H -2.478110 -2.818511 -4.752874 0.26 0.30 0.03
H -3.476410 -1.362411 -4.500474 0.10 -0.09 0.06
C 0.262990 -1.971011 -4.192774 0.14 0.58 0.44
H 1.227690 -1.526711 -4.455474 -0.11 -0.07 0.01
H 0.133290 -2.903411 -4.756574 -0.18 0.29 0.04
H 0.284690 -2.203611 -3.123074 0.00 -0.04 -0.15
O -3.689510 0.850489 2.147626 1.62 0.33 -0.17
N -2.701310 0.288089 2.506826 -2.35 -1.23 0.56
O -1.519010 0.794489 2.230026 -2.25 1.57 -1.28
```
Forces are in eV/Å.

---

3.
A structure of composition C24H44AuO3P2S. Source: the Open Molecules 2025 dataset; level of theory: ωB97M-V/def2-TZVPD.

Computed properties:
* E_HOMO (spin up / spin down): -10.2 / -10.2 eV
* energy relative to the best compared isomer or geometry (same formula, charge and spin): 3.054 eV
* orbital gap (spin up / spin down): 6.139 / 3.942 eV
* spin multiplicity: 3
* charge: +1

The geometry in XYZ format:
```
75
Properties=species:S:1:pos:R:3:forces:R:3
Au -0.749253 1.039594 -2.661442 0.87 -0.38 1.45
C -1.227806 0.863789 1.448760 -0.19 -1.59 -0.04
C -1.524923 1.698019 0.387187 -0.89 -0.38 -0.77
C -1.893902 -0.504847 -0.272449 -0.09 1.07 -1.64
C -1.451426 -0.501013 1.037191 0.38 1.26 1.72
C -1.953549 0.887572 -0.792384 0.79 -0.63 -0.04
C -0.882158 1.265962 2.836266 0.33 0.16 0.41
H -0.218699 2.141337 2.854442 -0.15 -0.19 0.00
H -0.367385 0.440597 3.341446 -0.08 0.30 -0.03
H -1.768894 1.521266 3.443452 0.22 -0.12 -0.33
C -1.395373 -1.693072 1.909282 0.23 -0.43 0.37
H -0.976611 -1.448853 2.893753 -0.13 -0.15 -0.29
H -0.763901 -2.455490 1.430517 -0.12 0.20 0.09
H -2.390193 -2.148473 2.077527 0.30 0.31 -0.18
C -2.365031 -1.697769 -0.965025 -0.54 -0.48 -0.29
H -3.085741 -2.190378 -0.291049 0.14 -0.10 -0.30
H -1.559043 -2.421018 -1.169499 0.02 0.28 0.27
H -2.861709 -1.460900 -1.909117 0.04 -0.06 0.13
C -3.186521 1.297780 -1.566704 -0.66 0.28 -0.33
H -4.104595 1.369066 -0.970491 0.08 -0.07 0.11
H -3.330673 0.553746 -2.358935 -0.42 0.35 0.13
H -3.015771 2.269827 -2.046070 -0.37 -0.18 0.10
C -1.724886 3.152640 0.497395 0.12 0.75 -0.11
H -2.742998 3.390394 0.871321 0.41 -0.22 -0.18
H -1.605783 3.656504 -0.472358 -0.07 -0.12 0.24
H -1.017364 3.598446 1.208309 -0.20 -0.04 -0.11
C 2.974186 0.043049 0.525978 -0.27 0.02 1.08
C 2.492666 1.131586 1.144997 -0.21 -0.33 -0.10
C 2.004584 2.422371 0.522544 0.22 0.66 0.64
C 2.567578 2.712682 -0.887729 0.33 0.80 1.50
C 1.942946 2.211050 -2.122409 -1.42 -1.59 -0.98
C 1.867763 0.916757 -2.581269 0.68 0.72 0.53
C 2.442719 -0.320647 -1.983344 0.42 -0.57 -0.62
C 3.487396 -0.180857 -0.854413 -0.40 -0.84 -0.65
H 2.292082 3.297424 1.156410 0.11 -0.67 -0.30
H 3.607848 2.321825 -0.830972 -0.45 0.44 0.30
H 0.902515 2.491595 0.567348 0.31 -0.37 -0.35
H 4.253655 0.553657 -1.122434 -0.03 -0.01 -0.05
H 3.023100 -0.883137 1.114875 0.25 0.50 -0.01
H 2.405741 1.046316 2.240366 -0.43 0.08 -0.58
H 4.012739 -1.146924 -0.802100 -0.21 0.26 -0.16
H 1.601798 -0.982413 -1.683157 0.39 0.18 0.19
H 1.572433 0.723425 -3.629214 -0.50 0.43 0.59
H 2.909762 -0.887634 -2.838087 -0.29 0.38 0.69
H 2.624992 3.812709 -0.973386 0.20 -0.40 -0.06
H 1.341173 2.947366 -2.667711 0.50 -0.08 -0.16
P 4.934145 2.450298 -2.476573 2.13 0.16 -1.38
C 6.519530 1.747733 -1.910566 -0.08 -0.28 0.52
C 5.419244 4.202542 -2.529592 -0.36 0.38 0.45
P 3.130623 2.239119 -4.926400 0.78 0.50 -1.86
C 4.829717 1.979699 -4.217815 -0.07 -0.36 0.20
C 3.442789 3.978197 -5.480776 -0.09 0.10 0.04
C 3.616999 1.501838 -6.541780 0.05 -0.04 -0.08
H 6.582706 0.676038 -2.128550 -0.07 0.23 0.12
H 6.636023 1.910757 -0.829882 0.06 -0.10 -0.28
H 7.317071 2.287792 -2.445290 -0.26 -0.20 0.15
H 6.398499 4.243459 -3.035742 -0.41 -0.02 0.12
H 5.543468 4.565450 -1.500272 -0.03 0.01 -0.27
H 4.699367 4.835588 -3.055208 0.14 -0.13 0.16
H 4.532587 2.002503 -6.894548 -0.31 -0.29 -0.12
H 2.805622 1.646966 -7.263604 0.23 -0.13 0.05
H 3.812913 0.432331 -6.403019 -0.11 0.16 -0.21
H 5.145890 0.930346 -4.353826 -0.26 0.33 0.25
H 5.552181 2.624968 -4.759986 -0.28 -0.30 0.29
H 2.742840 4.199512 -6.298386 0.14 0.10 0.31
H 4.471189 4.046638 -5.870890 -0.38 0.17 0.08
H 3.302306 4.698005 -4.665411 -0.08 -0.04 -0.32
C 0.885604 -4.726247 0.775398 0.19 0.20 -0.14
S 1.537838 -3.543578 -0.428589 0.30 -0.94 0.06
O 2.880123 -3.223617 0.082106 -0.62 0.15 -0.52
O 1.485897 -4.225528 -1.725674 0.18 0.60 0.86
O 0.615066 -2.388419 -0.369233 0.02 0.12 0.03
H 1.525512 -5.612108 0.774997 -0.09 0.18 -0.11
H -0.125687 -4.993934 0.478973 -0.04 -0.04 -0.02
H 0.888891 -4.287990 1.778900 0.03 0.04 -0.25
```
Forces are in eV/Å.

---

Number 1: strongest force on any atom 6.0 eV/A. Number 2: strongest force on any atom 3.0 eV/A. Number 3: strongest force on any atom 2.5 eV/A.